No. 1
Entry from the OMol25 dataset: a gas-phase ion, C10H19N2 (charge +1) at a distorted geometry (ωB97M-V/def2-TZVPD).

Geometry as XYZ:
```
31
Properties=species:S:1:pos:R:3:forces:R:3
C -0.2809 2.3657 -0.2639 -0.40 0.58 -1.14
C -0.3953 1.5630 0.8866 1.42 0.24 2.11
C -0.0639 1.9419 -1.4988 0.53 -2.60 2.14
C -0.4567 0.2588 0.8365 -0.56 -1.45 -4.01
C -0.5384 -0.4312 -0.8982 -1.73 1.82 1.80
C 0.2559 0.4844 -1.7606 1.50 1.56 -2.34
C 0.2825 0.1757 -3.2852 -1.36 0.90 2.32
C 0.7818 -1.5903 1.8905 -1.06 -2.51 -1.95
C -0.7932 -0.3037 3.3980 -3.38 2.04 -2.45
C -0.5315 -0.7065 1.8927 1.61 -1.78 2.93
N -1.8817 -0.5198 -1.5560 -1.73 1.33 2.35
N 1.7640 0.2337 -1.3734 -0.63 -0.80 -3.69
H -0.4855 3.3834 -0.1131 -0.21 1.41 0.01
H -0.2128 2.0466 1.8624 -0.62 -0.20 -0.42
H -0.1835 2.5624 -2.2809 -0.03 2.06 -2.69
H -0.0765 -1.3898 -0.9536 0.07 -1.06 0.53
H -0.6317 0.4846 -3.6662 -1.97 0.65 -0.70
H 0.2458 -0.8397 -3.4440 0.48 -2.53 -0.44
H 0.9646 0.6886 -3.8906 1.65 0.73 -0.35
H 0.7119 -2.5873 1.1775 -0.02 2.48 1.73
H 1.0044 -1.9575 2.8926 0.06 0.09 -0.16
H 1.6253 -1.0372 1.4971 0.32 0.25 0.20
H -1.0834 -1.1116 4.0461 -0.04 -0.58 -0.19
H -1.6641 0.4877 3.4098 1.42 -1.54 0.08
H 0.0015 0.1902 3.8052 2.35 1.24 1.15
H -1.3707 -1.3074 1.7256 -1.21 -1.38 -0.79
H -2.3375 0.4372 -1.6667 1.55 -0.90 -0.32
H -2.6133 -0.7908 -0.8397 1.34 -0.72 -0.82
H 2.3841 0.9823 -1.7524 -0.58 -0.76 0.69
H 1.9698 -0.7139 -1.8371 0.14 1.70 1.43
H 1.5948 0.2351 -0.4197 1.10 -0.24 2.98
```
Forces are in eV/Å.

Highest occupied orbital energy: -12.72 eV
Frontier orbital gap: 9.309 eV
SMILES: CC(C)C1=CC=C[C@@](C)([NH3+])[C@@H]1N
Calculated total energy: -501.5821 hartree
Total charge: +1
ΔE to the lowest compared entry with this formula, charge and spin: 403.2 kJ/mol

Now the Löwdin charges, all in e:
1. C -0.06
2. C -0.06
3. C -0.02
4. C -0.10
5. C -0.18
6. C -0.43
7. C 0.00
8. C -0.05
9. C -0.04
10. C -0.38
11. N 0.06
12. N 0.25
13. H 0.11
14. H 0.14
15. H 0.09
16. H 0.12
17. H 0.07
18. H 0.07
19. H 0.09
20. H 0.13
21. H 0.07
22. H 0.05
23. H 0.08
24. H 0.12
25. H 0.04
26. H 0.11
27. H 0.12
28. H 0.11
29. H 0.19
30. H 0.20
31. H 0.08


No. 2
Entry from the OMol25 dataset: 2 unconnected molecules or ions with the total composition C10H19N2 at a distorted geometry (ωB97M-V/def2-TZVPD).

Geometry as XYZ:
```
31
Properties=species:S:1:pos:R:3:forces:R:3
C -1.3740 1.1057 1.2005 0.23 -1.99 -0.37
C -2.8337 1.6118 -0.7251 -0.85 2.65 0.82
C -1.1087 -0.0820 0.6179 2.65 -1.76 -1.24
C -2.4764 0.5362 -1.3915 -0.41 -1.00 -0.01
C -2.1906 2.0846 0.5307 0.52 0.88 -0.29
C -1.5854 -0.4149 -0.8036 1.63 -1.05 1.06
C -1.9738 -1.8168 -2.7171 -0.64 -0.43 -0.69
C -0.0180 -2.3788 -1.3313 -0.31 4.21 0.38
C 3.5737 -0.1607 2.6035 -0.70 0.77 3.82
C 3.1860 1.1520 0.7144 0.26 -1.96 1.95
N -1.2570 -1.5251 -1.5115 0.09 0.67 1.60
N 2.5356 0.5867 1.9555 -0.88 0.10 -2.11
H -1.1149 1.2511 2.2420 0.49 0.20 -0.16
H -3.6452 2.2652 -1.0977 0.73 -0.39 -0.08
H -0.2537 -0.7408 1.0692 -2.12 0.97 -0.68
H -2.9415 0.2994 -2.3208 -0.21 0.32 -0.28
H -2.8253 2.4636 1.2906 -1.58 0.37 0.44
H -1.5779 3.0323 0.4134 -0.39 -0.86 -0.54
H -2.9272 -1.3304 -2.7093 -0.35 -0.14 -0.25
H -1.4037 -1.5166 -3.5623 0.49 0.67 -0.87
H -2.1619 -2.8668 -2.9222 0.15 -0.34 0.79
H -0.1533 -3.1964 -0.7287 -0.53 -1.46 2.51
H 0.1594 -2.8962 -2.2352 0.67 0.45 -1.51
H 0.7101 -1.5779 -0.9767 -0.16 -1.95 -0.58
H 3.8670 -1.0821 2.1275 -0.13 -0.12 -0.58
H 4.4394 0.5146 2.7260 0.26 -0.60 0.16
H 3.2024 -0.4462 3.6646 0.79 0.35 -1.59
H 3.7287 0.3874 0.1002 -0.87 0.30 0.62
H 2.4173 1.5998 0.1820 -0.94 1.30 -1.39
H 3.9513 1.7736 1.1175 0.69 1.26 -0.46
H 2.0512 1.3677 2.4777 1.43 -1.43 -0.47
```
Forces are in eV/Å.

Highest occupied orbital energy: -11.25 eV
Frontier orbital gap: 6.647 eV
Calculated total energy: -501.5927 hartree
Total charge: +1
ΔE to the lowest compared entry with this formula, charge and spin: 375.2 kJ/mol

Now the Löwdin charges, all in e:
1. C -0.07
2. C 0.00
3. C 0.03
4. C -0.02
5. C -0.17
6. C -0.10
7. C -0.04
8. C 0.05
9. C -0.19
10. C -0.12
11. N -0.11
12. N -0.21
13. H 0.13
14. H 0.14
15. H 0.14
16. H 0.10
17. H 0.13
18. H 0.18
19. H 0.08
20. H 0.11
21. H 0.12
22. H 0.07
23. H 0.08
24. H 0.13
25. H 0.07
26. H 0.07
27. H 0.11
28. H 0.10
29. H 0.04
30. H 0.06
31. H 0.12


Which of these has the lowest highest occupied orbital energy? number 1


Please write out number 2 again, unchanged.
Entry from the OMol25 dataset: 2 unconnected molecules or ions with the total composition C10H19N2 at a distorted geometry (ωB97M-V/def2-TZVPD).

Geometry as XYZ:
```
31
Properties=species:S:1:pos:R:3:forces:R:3
C -1.3740 1.1057 1.2005 0.23 -1.99 -0.37
C -2.8337 1.6118 -0.7251 -0.85 2.65 0.82
C -1.1087 -0.0820 0.6179 2.65 -1.76 -1.24
C -2.4764 0.5362 -1.3915 -0.41 -1.00 -0.01
C -2.1906 2.0846 0.5307 0.52 0.88 -0.29
C -1.5854 -0.4149 -0.8036 1.63 -1.05 1.06
C -1.9738 -1.8168 -2.7171 -0.64 -0.43 -0.69
C -0.0180 -2.3788 -1.3313 -0.31 4.21 0.38
C 3.5737 -0.1607 2.6035 -0.70 0.77 3.82
C 3.1860 1.1520 0.7144 0.26 -1.96 1.95
N -1.2570 -1.5251 -1.5115 0.09 0.67 1.60
N 2.5356 0.5867 1.9555 -0.88 0.10 -2.11
H -1.1149 1.2511 2.2420 0.49 0.20 -0.16
H -3.6452 2.2652 -1.0977 0.73 -0.39 -0.08
H -0.2537 -0.7408 1.0692 -2.12 0.97 -0.68
H -2.9415 0.2994 -2.3208 -0.21 0.32 -0.28
H -2.8253 2.4636 1.2906 -1.58 0.37 0.44
H -1.5779 3.0323 0.4134 -0.39 -0.86 -0.54
H -2.9272 -1.3304 -2.7093 -0.35 -0.14 -0.25
H -1.4037 -1.5166 -3.5623 0.49 0.67 -0.87
H -2.1619 -2.8668 -2.9222 0.15 -0.34 0.79
H -0.1533 -3.1964 -0.7287 -0.53 -1.46 2.51
H 0.1594 -2.8962 -2.2352 0.67 0.45 -1.51
H 0.7101 -1.5779 -0.9767 -0.16 -1.95 -0.58
H 3.8670 -1.0821 2.1275 -0.13 -0.12 -0.58
H 4.4394 0.5146 2.7260 0.26 -0.60 0.16
H 3.2024 -0.4462 3.6646 0.79 0.35 -1.59
H 3.7287 0.3874 0.1002 -0.87 0.30 0.62
H 2.4173 1.5998 0.1820 -0.94 1.30 -1.39
H 3.9513 1.7736 1.1175 0.69 1.26 -0.46
H 2.0512 1.3677 2.4777 1.43 -1.43 -0.47
```
Forces are in eV/Å.

Highest occupied orbital energy: -11.25 eV
Frontier orbital gap: 6.647 eV
Calculated total energy: -501.5927 hartree
Total charge: +1
ΔE to the lowest compared entry with this formula, charge and spin: 375.2 kJ/mol

Now the Löwdin charges, all in e:
1. C -0.07
2. C 0.00
3. C 0.03
4. C -0.02
5. C -0.17
6. C -0.10
7. C -0.04
8. C 0.05
9. C -0.19
10. C -0.12
11. N -0.11
12. N -0.21
13. H 0.13
14. H 0.14
15. H 0.14
16. H 0.10
17. H 0.13
18. H 0.18
19. H 0.08
20. H 0.11
21. H 0.12
22. H 0.07
23. H 0.08
24. H 0.13
25. H 0.07
26. H 0.07
27. H 0.11
28. H 0.10
29. H 0.04
30. H 0.06
31. H 0.12


Which formula does entry 2 have? C10H19N2


Which of these has the highest ΔE to the lowest compared entry with this formula, charge and spin? number 1